No. 1
DFT (ωB97M-V/def2-TZVPD) results for a structure of composition C24H38InO40S9 in a non-equilibrium geometry.

CARTESIAN COORDINATES (ANGSTROEM)
In: 5.52258 24.69021 7.76389
C: 5.70442 20.82221 4.37698
C: 6.62278 19.74357 4.25623
C: 7.71874 19.59443 5.24960
O: 8.49335 18.65996 5.20068
C: 7.82974 20.49700 6.33154
C: 6.92904 21.61185 6.46090
C: 5.82614 21.82879 5.42467
O: 5.20162 22.85081 5.49255
O: 7.00413 22.37558 7.39000
O: 6.30448 18.86651 3.46294
H: 4.93375 20.99315 3.63721
H: 8.69291 20.38100 6.97621
C: 9.11898 17.41756 8.85484
C: 7.66085 17.22962 9.31580
O: 7.62414 17.41680 10.72935
S: 9.08326 17.84069 11.31296
O: 9.39907 17.04250 12.43574
O: 9.24099 19.25249 11.34956
O: 9.86052 17.28379 10.03777
H: 9.18739 18.40195 8.38933
H: 9.47710 16.66064 8.16334
H: 7.26569 16.23895 9.09022
H: 7.01398 17.92307 8.77967
C: 4.99862 18.95406 11.52174
C: 6.00155 19.70293 12.42113
O: 6.40280 20.88796 11.79006
S: 6.07196 20.87717 10.21510
O: 7.15407 20.29455 9.48726
O: 5.49921 22.11749 9.81121
O: 4.88994 19.77206 10.34766
H: 4.01544 19.00634 11.97808
H: 5.38887 17.97194 11.28013
H: 6.89336 19.12086 12.65496
H: 5.48510 19.86021 13.36796
C: 2.15087 19.10870 3.73705
C: 3.10881 18.25445 2.90035
O: 2.27860 17.50664 2.03502
S: 0.85606 17.17544 2.73800
O: 0.92763 15.92468 3.40606
O: -0.17710 17.38565 1.79535
O: 0.93178 18.36090 3.81646
H: 1.97415 20.09167 3.29495
H: 2.38707 19.21269 4.79785
H: 3.72369 17.54757 3.46845
H: 3.84150 18.86830 2.37897
C: 12.39044 18.86705 5.52824
C: 13.70724 18.33363 6.05680
O: 13.51766 18.40442 7.47083
S: 12.98038 19.89010 7.77470
O: 13.97575 20.86817 7.49254
O: 12.30855 19.98207 9.01868
O: 11.98559 19.86544 6.50946
H: 11.61835 18.10882 5.43124
H: 12.39109 19.39657 4.57802
H: 14.59708 18.91129 5.79911
H: 13.95763 17.31492 5.77146
C: 10.30482 22.72726 8.87364
C: 11.08779 23.05460 7.58898
O: 10.87544 24.42341 7.31495
S: 10.07303 25.19051 8.48455
O: 8.67463 25.26979 8.16295
O: 10.74425 26.35260 8.91176
O: 10.28709 23.99097 9.53470
H: 10.81032 21.99134 9.48920
H: 9.26590 22.47481 8.65051
H: 10.90923 22.35525 6.77153
H: 12.15134 22.95815 7.83296
C: 8.13693 15.00562 5.37769
C: 7.19585 15.69212 4.37469
O: 6.86234 14.68598 3.43856
S: 7.74763 13.29413 3.60579
O: 8.40585 13.12014 2.36730
O: 6.94818 12.27328 4.17036
O: 8.73135 13.92939 4.72823
H: 7.52478 14.73765 6.25158
H: 8.85620 15.67753 5.84850
H: 7.67927 16.55044 3.90661
H: 6.27674 16.00411 4.87129
C: 4.46656 24.17475 2.22977
C: 3.11207 24.72536 2.66430
O: 3.36614 26.07444 3.06132
S: 4.88101 26.28473 3.60947
O: 4.95074 26.06804 5.02070
O: 5.38622 27.50847 3.11398
O: 5.45776 25.00842 2.86346
H: 4.68664 24.29164 1.17011
H: 4.73433 23.17796 2.56806
H: 2.74369 24.23924 3.56680
H: 2.40403 24.68616 1.84383
C: 5.48407 16.83310 0.99899
C: 6.90237 17.13249 0.55624
O: 7.05548 16.54084 -0.72497
S: 5.64723 15.91212 -1.25130
O: 5.89250 14.65608 -1.84759
O: 4.92844 16.90692 -1.96300
O: 5.06752 15.71201 0.25939
H: 4.87763 17.70386 0.71857
H: 5.41051 16.70874 2.07429
H: 7.63231 16.74407 1.27389
H: 7.17731 18.18809 0.51121
C: 10.72781 25.19728 3.67237
C: 9.72869 25.26581 2.50342
O: 8.45398 24.99644 3.09239
S: 8.59179 24.33203 4.54996
O: 8.74233 22.91601 4.38058
O: 7.52816 24.80832 5.35686
O: 9.99900 25.02916 4.88113
H: 11.42342 26.03116 3.67869
H: 11.35176 24.31538 3.50575
H: 9.87679 24.42608 1.82450
H: 9.77050 26.22267 1.99221

LUMO = -0.309 hartree
energy above the lowest of the compared OMol25 structures with the same formula, charge and spin = 0.0 kJ/mol
spin multiplicity = 1
net charge = +1
orbital gap = 4.28 eV
M = 1369.95 u
maximum force = 2.5 eV/Å
E_HOMO = -12.7 eV

No. 2
DFT (ωB97M-V/def2-TZVPD) results for a structure of composition C24H39As3F5NO9P2W in a non-equilibrium geometry.

CARTESIAN COORDINATES (ANGSTROEM)
W: 0.16528 0.46174 -0.25032
C: 0.93085 1.27073 4.47769
C: -0.25821 1.11822 3.54465
O: -1.50976 1.42471 4.13840
P: -0.23748 2.30520 2.13445
O: -0.76965 3.71430 2.57372
O: 1.24304 2.66010 1.75054
O: -0.99196 1.73211 0.93099
P: -0.25897 -0.53748 2.64772
O: -1.72594 -0.43680 2.05931
O: -0.04997 -1.72730 3.46676
O: 0.78723 -0.05618 1.52219
H: 0.94407 2.25589 4.94443
H: 1.86362 1.11492 3.93489
H: 0.86782 0.50572 5.25334
H: -1.65917 0.84194 4.89447
H: -1.66955 3.74602 2.92387
H: 1.39907 3.59514 1.54858
H: -2.29664 -1.13328 2.40667
C: 5.52630 3.01279 -0.26834
As: 2.73781 0.93976 -0.33560
C: 3.70349 0.35943 1.24983
C: 3.86381 -0.13513 -1.49884
C: 3.57687 -0.15815 -3.00697
C: 3.64793 1.26980 -3.56664
C: 2.21626 -0.76690 -3.34790
As: 0.50355 0.20254 -2.87548
C: -0.57130 -1.38786 -3.22524
C: 0.18601 0.87838 -4.69871
C: 4.67523 -1.01536 -3.67704
As: 4.88283 -2.98633 -3.44271
C: 3.50587 -3.60677 -4.69436
C: 3.96400 -3.51674 -1.78423
H: 6.47315 2.53244 -0.46896
H: 5.28263 3.29936 0.74455
H: 4.93995 3.40442 -1.08758
H: 4.76648 0.31127 1.03033
H: 3.34111 -0.62353 1.55268
H: 3.53925 1.06411 2.06262
H: 3.84699 -1.14688 -1.09641
H: 4.86480 0.27140 -1.34247
H: 2.86255 1.89267 -3.12631
H: 3.50407 1.26674 -4.64896
H: 4.61294 1.72743 -3.33845
H: 2.06655 -1.69965 -2.81328
H: 2.11926 -0.90731 -4.42036
H: -0.17405 -1.89991 -4.09821
H: -1.60624 -1.11234 -3.40792
H: -0.52215 -2.04207 -2.35768
H: 0.67018 0.21016 -5.40320
H: 0.56094 1.89165 -4.82880
H: -0.88705 0.88513 -4.87087
H: 5.64342 -0.59612 -3.39273
H: 4.59712 -0.90745 -4.76367
H: 3.71050 -3.19113 -5.68164
H: 2.49340 -3.33550 -4.39472
H: 3.56960 -4.69131 -4.77137
H: 4.57395 -3.26101 -0.91774
H: 3.89458 -4.60432 -1.82801
H: 2.95830 -3.11336 -1.65791
O: 1.03781 -0.95294 -0.85025
N: -0.42711 -2.50269 0.65724
C: 0.65604 -3.27544 0.75432
C: 0.65360 -4.63050 0.48187
C: -0.53678 -5.22863 0.09514
C: -1.66986 -4.43875 -0.00477
C: -1.56388 -3.08900 0.29672
H: 1.56692 -2.77742 1.06997
H: 1.56475 -5.20496 0.58310
H: -0.58165 -6.28895 -0.11730
H: -2.62248 -4.85534 -0.30209
H: -2.43648 -2.44517 0.22706
F: -3.58169 4.32166 -2.71575
C: -3.10180 3.17309 -2.25325
C: -3.74480 2.53559 -1.19178
F: -4.81380 3.09416 -0.63267
C: -3.25675 1.35065 -0.71040
F: -3.84081 0.76752 0.33847
C: -2.09066 0.81172 -1.24853
O: -1.48798 -0.30537 -0.71883
C: -1.46462 1.41564 -2.33876
F: 0.41548 2.33503 -0.85771
C: -1.97310 2.61378 -2.80243
F: -1.37995 3.26183 -3.81515

LUMO (spin up / spin down) = -0.162 / -0.184 hartree
energy above the lowest of the compared OMol25 structures with the same formula, charge and spin = 577.2 kJ/mol
spin multiplicity = 4
net charge = +1
orbital gap (spin up / spin down) = 6.03 / 5.69 eV
⟨S²⟩ = 3.78
M = 1051.12 u
maximum force = 4.0 eV/Å
E_HOMO (spin up / spin down) = -10.4 / -10.7 eV

No. 3
DFT (ωB97M-V/def2-TZVPD) results for a structure of composition C24H39BF4Ge2N3O4PtS.

CARTESIAN COORDINATES (ANGSTROEM)
Pt: 0.07853 -0.05366 0.52038
C: -1.32513 -4.77694 0.20951
C: -1.28964 -3.36172 0.80340
Ge: -0.78539 -2.08863 -0.57812
C: -2.32235 -1.65255 -1.70520
C: -2.53498 -2.71423 -2.79491
C: 0.70716 -2.64226 -1.65877
C: 1.84857 -1.98326 -1.84276
Ge: 2.16341 -0.34356 -0.82627
C: 2.13314 1.30682 -1.87279
C: 3.33062 1.58528 -2.78846
C: 3.43312 -0.40771 0.65201
C: 4.91204 -0.54253 0.27267
C: 2.91422 -2.44517 -2.77934
C: 2.74041 -3.56448 -3.59807
C: 3.74511 -3.98329 -4.45098
C: 4.94910 -3.29083 -4.51293
C: 5.13449 -2.17173 -3.72042
C: 4.12059 -1.75836 -2.86717
H: -1.55469 -5.49940 0.99299
H: -0.36231 -5.06157 -0.21754
H: -2.08498 -4.88748 -0.56393
H: -0.58056 -3.31770 1.62774
H: -2.26196 -3.06017 1.19464
H: -2.18356 -0.68615 -2.17553
H: -3.19764 -1.57545 -1.05619
H: -1.67462 -2.77500 -3.46312
H: -3.40476 -2.46852 -3.40467
H: -2.70539 -3.70658 -2.37785
H: 0.54838 -3.58459 -2.18002
H: 2.02572 2.11455 -1.14358
H: 1.21493 1.27899 -2.46138
H: 4.26688 1.63204 -2.23026
H: 3.20424 2.54619 -3.28827
H: 3.43490 0.82616 -3.56231
H: 3.13370 -1.23310 1.29656
H: 3.26620 0.50931 1.22246
H: 5.11473 -1.46066 -0.27572
H: 5.51117 -0.57005 1.18318
H: 5.26665 0.30036 -0.32284
H: 1.81250 -4.11949 -3.58083
H: 3.58990 -4.85473 -5.07333
H: 5.73348 -3.62200 -5.18031
H: 6.06346 -1.61841 -3.76278
H: 4.29290 -0.87558 -2.26265
C: -7.31841 4.98115 3.11357
C: -6.61047 4.04124 2.14188
S: -5.04616 4.73186 1.68296
O: -4.10666 4.52050 2.76115
O: -5.23816 6.05267 1.14787
C: -4.47640 3.69483 0.34588
C: -3.08542 4.19743 -0.04551
N: -2.22863 3.09934 -0.52400
C: -1.39957 2.41656 0.27912
N: -0.76282 1.46998 -0.43364
C: -1.21260 1.54838 -1.72914
C: -2.11730 2.54628 -1.78283
N: -2.88423 2.95006 -2.93638
O: -2.55915 2.44882 -3.98779
O: -3.79105 3.73864 -2.75796
C: -1.17965 2.73641 1.71371
H: -8.26772 4.53869 3.40867
H: -7.50952 5.94571 2.64814
H: -6.71892 5.13976 4.00889
H: -7.17647 3.90357 1.21890
H: -6.39099 3.07307 2.59323
H: -5.17188 3.75449 -0.48895
H: -4.43721 2.67836 0.74212
H: -2.57553 4.61961 0.81718
H: -3.14793 4.95834 -0.81349
H: -0.83849 0.93639 -2.52666
H: -0.67232 3.70016 1.79688
H: -0.55776 1.97948 2.19152
H: -2.12380 2.81147 2.25514
F: 1.15672 0.45226 3.10550
B: 0.43103 -0.72646 3.17362
F: 0.82455 -1.44228 1.84409
F: -0.93495 -0.46705 2.96632
F: 0.69748 -1.53129 4.20262

LUMO = -0.144 hartree
spin multiplicity = 1
net charge = +1
orbital gap = 7.55 eV
M = 892.76 u
maximum force = 0.9 eV/Å
E_HOMO = -11.5 eV

No. 4
DFT (ωB97M-V/def2-TZVPD) results for a cluster of 8 separate species, C24H39BN3O22 in total in a non-equilibrium geometry.

CARTESIAN COORDINATES (ANGSTROEM)
C: 0.72195 -3.24091 -0.51689
N: -0.45082 -2.45174 -0.81416
C: -0.78848 -1.36232 -0.23056
N: 0.00039 -0.82050 0.66883
N: -1.97751 -0.76324 -0.49844
B: -3.22500 -1.51944 -0.45356
C: -3.45038 -2.69908 0.49776
O: -4.20823 -1.08230 -1.28758
H: 0.85054 -3.89204 -1.33222
H: 1.58739 -2.66273 -0.44987
H: 0.56934 -3.83161 0.34787
H: -1.06777 -2.82875 -1.51221
H: 0.87290 -0.58497 0.21004
H: -0.40918 0.05418 0.96683
H: -1.91668 -0.16746 -1.31365
H: -3.95464 -3.45040 -0.04765
H: -2.57927 -3.13317 0.92309
H: -4.12025 -2.41692 1.25935
H: -4.12594 -1.49188 -2.15334
C: -2.78434 3.90541 -0.83681
C: -1.62675 3.64801 -1.77971
O: -0.55036 3.34600 -0.86065
C: -1.10212 2.92060 0.29794
O: -0.48561 2.45939 1.21336
O: -2.42451 3.09492 0.30126
H: -3.74357 3.60157 -1.24058
H: -2.84019 4.94382 -0.52126
H: -1.78969 2.78137 -2.42454
H: -1.37432 4.50733 -2.39174
C: -0.49435 7.09889 1.92022
C: 0.51019 7.09007 0.78064
O: -0.33374 6.83658 -0.35996
C: -1.59133 7.24051 -0.05678
O: -2.47913 7.30737 -0.83874
O: -1.69473 7.52678 1.25236
H: -0.24214 7.78620 2.71991
H: -0.66193 6.10627 2.34038
H: 0.99908 8.05370 0.64300
H: 1.26336 6.31434 0.87400
C: 3.52142 2.46578 -1.94463
C: 2.08347 2.02774 -1.72019
O: 2.19839 0.58832 -1.79482
C: 3.48496 0.25331 -1.50870
O: 3.84652 -0.86410 -1.33187
O: 4.26328 1.33238 -1.45569
H: 3.79392 3.36123 -1.39816
H: 3.76055 2.60132 -2.99840
H: 1.70764 2.29133 -0.73410
H: 1.39641 2.39742 -2.47240
C: 0.17905 1.77251 4.34032
C: -0.28300 1.14557 5.64442
O: 0.40484 1.94222 6.61748
C: 0.69916 3.14720 6.06781
O: 1.11428 4.08191 6.65585
O: 0.44937 3.12237 4.72962
H: -0.56630 1.74911 3.55390
H: 1.10373 1.32242 3.97203
H: -1.35729 1.25155 5.80078
H: -0.00883 0.10017 5.74747
C: 1.53742 -5.17853 -5.88365
C: 1.83210 -4.50165 -4.55510
O: 0.50440 -4.30352 -4.02550
C: -0.32931 -5.21467 -4.60083
O: -1.44225 -5.39844 -4.24286
O: 0.29131 -5.84327 -5.61153
H: 2.29154 -5.89954 -6.17913
H: 1.38283 -4.46580 -6.69347
H: 2.38958 -5.14594 -3.87517
H: 2.34775 -3.55159 -4.65312
C: -6.69340 -2.03196 3.72537
C: -7.33241 -3.06260 4.64130
O: -6.77675 -4.28994 4.14378
C: -5.61520 -4.02058 3.51735
O: -4.83337 -4.82411 3.13936
O: -5.45762 -2.67720 3.36865
H: -6.49638 -1.08167 4.21101
H: -7.27402 -1.86067 2.81852
H: -7.03476 -2.94015 5.68252
H: -8.41503 -3.08712 4.57834
C: 7.73765 -1.67531 -1.58069
C: 6.54422 -2.61032 -1.65288
O: 6.81828 -3.35350 -2.85065
C: 8.15663 -3.31845 -3.08913
O: 8.71193 -3.96267 -3.90741
O: 8.75305 -2.42932 -2.25642
H: 8.04901 -1.44387 -0.56714
H: 7.57209 -0.74453 -2.12603
H: 6.50913 -3.30258 -0.80939
H: 5.59789 -2.09413 -1.73280

LUMO = -0.111 hartree
energy above the lowest of the compared OMol25 structures with the same formula, charge and spin = 0.0 kJ/mol
spin multiplicity = 1
net charge = +1
orbital gap = 9.47 eV
M = 732.39 u
maximum force = 2.2 eV/Å
E_HOMO = -12.5 eV

No. 5
DFT (ωB97M-V/def2-TZVPD) results for a cluster of 10 separate species, C24H39BrCl18NO5P in total.

CARTESIAN COORDINATES (ANGSTROEM)
O: 3.03573 -4.14564 -0.84732
N: 2.25714 -3.80323 -1.60802
O: 2.65546 -2.43774 -2.14325
C: 1.85408 -1.50533 -1.56400
C: 2.34151 -0.47643 -0.85961
C: 1.35996 0.47229 -0.29100
O: 1.55345 1.66843 -0.20937
C: 0.07110 -0.14777 0.12963
C: -0.42874 -1.16452 -0.58633
P: -2.02489 -1.89477 -0.07664
O: -2.68483 -2.10702 -1.53629
Br: -1.33093 -3.99103 0.24508
C: 0.36274 -1.62457 -1.76364
O: -0.10485 -2.00244 -2.80991
H: 3.40221 -0.33589 -0.71026
H: -0.44423 0.26253 0.98901
H: -2.76399 -1.23787 -1.96274
Cl: -0.75336 1.18800 3.46598
C: -2.01235 2.45164 3.56412
C: -3.36044 1.93025 3.14768
Cl: -3.42043 1.55119 1.40071
H: -1.69572 3.28008 2.93557
H: -2.02726 2.77647 4.60201
H: -4.11907 2.68645 3.33905
H: -3.62644 1.02793 3.68988
Cl: -4.86848 2.44237 6.57777
C: -5.85317 1.08972 7.19505
C: -5.45739 -0.22429 6.57416
Cl: -5.87034 -0.29867 4.84072
H: -6.89579 1.32438 7.00009
H: -5.69515 1.04688 8.27088
H: -5.99283 -1.03455 7.06518
H: -4.38895 -0.39926 6.66875
Cl: 0.38231 0.74125 8.04858
C: 1.10352 2.07088 7.10502
C: 0.45712 3.39627 7.41234
Cl: -1.22584 3.45734 6.82263
H: 1.00636 1.81959 6.05168
H: 2.15944 2.11311 7.36536
H: 1.00071 4.19434 6.91040
H: 0.44083 3.59861 8.47952
Cl: -6.89208 -0.10643 -4.71623
C: -6.07206 -1.38760 -3.78717
C: -5.71528 -0.92954 -2.39906
Cl: -4.44953 0.33288 -2.42228
H: -5.18918 -1.68830 -4.34471
H: -6.75472 -2.23274 -3.72571
H: -5.31744 -1.76328 -1.82386
H: -6.57467 -0.51643 -1.87859
Cl: -5.71507 5.31311 -6.96557
C: -6.31396 4.77655 -5.37367
C: -6.56384 3.29266 -5.32772
Cl: -7.94158 2.80803 -6.35307
H: -7.21903 5.33678 -5.15585
H: -5.55128 5.03673 -4.64208
H: -6.80494 2.99364 -4.30936
H: -5.69416 2.73100 -5.65707
Cl: 3.16713 -2.69293 2.31037
C: 4.63556 -3.60669 1.86852
C: 5.80171 -3.25931 2.75331
Cl: 6.37114 -1.58784 2.47695
H: 4.85481 -3.39881 0.82602
H: 4.39836 -4.66346 1.97559
H: 6.63848 -3.92137 2.53313
H: 5.54989 -3.35224 3.80590
Cl: 1.01478 0.07955 -4.98848
C: 1.18980 1.80327 -4.56146
C: 0.74692 2.06997 -3.14837
Cl: -1.01514 1.86734 -2.95054
H: 0.61648 2.38437 -5.27850
H: 2.24375 2.05425 -4.66844
H: 0.98168 3.09592 -2.87227
H: 1.24161 1.40042 -2.44941
Cl: 1.77001 0.38882 -10.31775
C: 2.60893 -0.84056 -9.33551
C: 2.95221 -0.33195 -7.96093
Cl: 4.20753 0.93722 -8.00379
H: 3.49784 -1.14807 -9.87952
H: 1.93654 -1.69181 -9.24694
H: 3.34629 -1.14700 -7.35670
H: 2.08484 0.08100 -7.45811
Cl: 9.00946 -4.92256 4.41173
C: 10.17126 -3.59264 4.14556
C: 9.80678 -2.76404 2.94286
Cl: 10.00361 -3.66693 1.41725
H: 11.15973 -4.03217 4.04590
H: 10.14887 -2.96861 5.03686
H: 10.45664 -1.89285 2.88626
H: 8.77309 -2.43635 2.99408

LUMO = -0.046 hartree
spin multiplicity = 1
net charge = 0
orbital gap = 7.75 eV
M = 1170.61 u
maximum force = 0.7 eV/Å
E_HOMO = -9.0 eV